Version P
Formula: C2H5N4O
Source: the Open Molecules 2025 dataset
Level of theory: wB97M-V/def2-TZVPD

ORCA input file:
```
! RIJCOSX wB97M-V def2-TZVPD def2/J DEFGRID3
* xyz 1 1
C -0.04151 -1.74331 -0.00045
C 0.96556 0.31483 0.05948
N -1.06976 -0.99081 -0.05918
N -0.86928 0.23407 -0.23033
N 1.16695 -0.98622 0.09812
N -1.60591 1.28236 0.14735
O 1.94222 1.11653 -0.11886
H -0.15957 -2.83473 0.06786
H 2.07792 -1.45886 0.05637
H -2.37172 1.05849 0.75490
H -2.00023 1.96068 -0.45564
H 1.96533 2.04698 -0.31961
*
```

Values from the calculation:
molar mass: 101.1 g mol⁻¹
Kohn-Sham gap: 9.361 eV
LUMO level: -0.1529 Ha
HOMO level: -13.52 eV

Version Q
Formula: C2H5N4O
Source: the Open Molecules 2025 dataset
Level of theory: wB97M-V/def2-TZVPD

ORCA input file:
```
! RIJCOSX wB97M-V def2-TZVPD def2/J DEFGRID3
* xyz 1 1
H 0.02956 -1.58705 1.70069
N 0.20148 -0.72057 1.07627
C -0.52869 -0.61106 0.08840
N -1.26539 -1.44342 -0.66946
C -0.10860 0.55509 -0.67572
N 0.71367 1.30696 -0.11268
N 1.29332 1.46266 1.02591
O 1.39524 2.39773 -0.21513
H -1.68319 -1.04213 -1.51754
H -1.80021 -2.26220 -0.30016
H -0.59516 0.79337 -1.62527
H 2.34796 1.15062 1.22469
*
```

Values from the calculation:
molar mass: 101.1 g mol⁻¹
Kohn-Sham gap: 9.412 eV
LUMO level: -0.1954 Ha
SMILES: [H]/N=C(N)/C=[N+]1\NO1
HOMO level: -14.73 eV

version P comes first in stability; the runner-up is 76.4 kcal/mol higher.

Version P
Formula: C15H18N3O7SeZr
Source: the Open Molecules 2025 dataset
Level of theory: wB97M-V/def2-TZVPD

ORCA input file:
```
! RIJCOSX wB97M-V def2-TZVPD def2/J DEFGRID3
* xyz 1 1
Zr -0.85915 0.81715 0.07949
O -3.36506 -0.78419 -1.82479
C -2.61655 -1.08046 -0.94667
O -2.44329 -0.34728 0.18803
C -1.65560 -2.26301 -1.02658
C -0.89844 -2.47708 0.28617
C -0.06503 -3.75324 0.24695
C 1.12997 -3.33844 -0.64146
C 0.73157 -1.93331 -1.05248
O 0.11284 -1.41396 0.17469
C -0.46658 -1.94387 -2.01964
C -0.53854 -0.57565 -2.67825
O -0.66777 -0.35475 -3.83583
O -0.35694 0.43807 -1.76526
H -2.20976 -3.13000 -1.37949
H -1.47963 -2.32715 1.18849
H -0.63706 -4.57907 -0.17303
H 0.25837 -4.03831 1.24521
H 1.27067 -3.98685 -1.50420
H 2.05747 -3.31291 -0.07213
H 1.55197 -1.28800 -1.34641
H -0.36887 -2.69245 -2.80051
C -3.94979 4.32245 1.18517
O -2.62476 4.67835 0.69485
C -1.86038 3.71975 0.29271
O -2.17589 2.50829 0.31992
N -0.66920 4.09916 -0.18931
N 0.19327 3.06677 -0.58066
H -4.41889 5.26922 1.42130
H -3.85505 3.70129 2.07122
H -4.49705 3.79677 0.40787
H -0.39383 5.06887 -0.23570
H 1.06311 3.14464 -0.05856
H 0.37673 3.11511 -1.58081
Se 0.52346 1.15178 2.27380
C 2.16714 0.30916 1.72165
C 2.89062 -0.40568 2.66494
C 4.07355 -1.00896 2.26258
N 4.55169 -0.94927 1.02105
C 3.85395 -0.25526 0.13058
C 2.66133 0.39262 0.42714
H 2.53170 -0.48631 3.68123
H 4.66463 -1.58169 2.96791
H 4.26615 -0.21314 -0.87259
H 2.14291 0.92084 -0.36859
*
```

Values from the calculation:
molar mass: 522.5 g mol⁻¹
Kohn-Sham gap: 8.440 eV
LUMO level: -0.1243 Ha
HOMO level: -11.82 eV

Version Q
Formula: C15H18N3O7SeZr
Source: the Open Molecules 2025 dataset
Level of theory: wB97M-V/def2-TZVPD

ORCA input file:
```
! RIJCOSX wB97M-V def2-TZVPD def2/J DEFGRID3
* xyz 1 1
Zr -0.38136 -0.21425 -0.89748
O -0.68198 1.90641 2.61326
C -1.05889 1.42821 1.59431
O -0.22599 1.07197 0.57442
C -2.51978 1.16721 1.25210
C -2.82246 1.61854 -0.19854
C -4.31438 1.79264 -0.40080
C -4.81708 0.33157 -0.30873
C -3.52075 -0.46245 -0.20314
O -2.55396 0.37444 -0.95819
C -2.90194 -0.36674 1.19150
C -1.66238 -1.26681 1.28622
O -1.27757 -1.79314 0.12015
O -1.04621 -1.39279 2.31554
H -3.12585 1.70206 1.97692
H -2.19405 2.41326 -0.58935
H -4.51335 2.21759 -1.38234
H -4.74604 2.44827 0.35219
H -5.38060 0.04606 -1.19336
H -5.44254 0.15556 0.56472
H -3.53945 -1.45628 -0.63249
H -3.57613 -0.61010 2.00901
C 2.95363 -4.44299 -1.31947
O 1.91766 -3.65189 -1.93748
C 1.51116 -2.54169 -1.39824
O 0.62575 -1.87756 -1.96190
N 2.05451 -2.12269 -0.23604
N 1.50750 -0.96649 0.33506
H 3.10470 -5.28462 -1.98395
H 2.62294 -4.80251 -0.34479
H 3.87658 -3.86816 -1.24358
H 2.71275 -2.67270 0.29126
H 2.21528 -0.24122 0.43057
H 1.10231 -1.16799 1.25504
Se 0.45044 1.40856 -2.75952
C 0.01301 0.46056 -4.37159
C -0.92875 -0.55537 -4.41003
C -1.19930 -1.16801 -5.62404
N -0.60941 -0.82319 -6.76315
C 0.28736 0.15953 -6.71678
C 0.63561 0.83154 -5.55405
H -1.44537 -0.89132 -3.51730
H -1.92757 -1.96932 -5.68305
H 0.75108 0.42443 -7.65989
H 1.36807 1.62688 -5.56260
*
```

Values from the calculation:
molar mass: 522.5 g mol⁻¹
Kohn-Sham gap: 8.056 eV
LUMO level: -0.1264 Ha
HOMO level: -11.49 eV

version P comes first in stability; the runner-up is 6.3 kcal/mol higher.

Version P
Formula: CH3ClN2O2
Source: the Open Molecules 2025 dataset
Level of theory: wB97M-V/def2-TZVPD

ORCA input file:
```
! RIJCOSX wB97M-V def2-TZVPD def2/J DEFGRID3
* xyz 0 1
O 2.33375 0.88717 -0.01508
N 1.85962 -0.21107 -0.15882
Cl 2.50387 -1.52110 0.75718
C -1.21748 -0.39389 -0.63865
N -0.48414 -0.08890 0.32205
O -0.68059 0.98137 1.03680
H -2.11103 -0.00254 -0.99109
H -0.89226 -1.35101 -1.02591
H -1.31174 1.69998 0.71352
*
```

Values from the calculation:
molar mass: 110.5 g mol⁻¹
Kohn-Sham gap: 9.166 eV
LUMO level: -0.0158 Ha
SMILES: O=NCl.C=NO
HOMO level: -9.60 eV

Version Q
Formula: CH3ClN2O2
Source: the Open Molecules 2025 dataset
Level of theory: wB97M-V/def2-TZVPD

ORCA input file:
```
! RIJCOSX wB97M-V def2-TZVPD def2/J DEFGRID3
* xyz 0 1
C 0.91047 0.25417 0.35564
N -0.06895 -0.30321 -0.47751
N -2.16384 -0.51812 0.78356
O -0.88011 0.39942 -1.17866
O -2.41467 0.24150 -0.01423
Cl 2.53509 0.16904 -0.46373
H 0.82064 1.28155 0.69356
H 1.03463 -0.30479 1.19658
H 0.22674 -1.21955 -0.89520
*
```

Values from the calculation:
molar mass: 110.5 g mol⁻¹
Kohn-Sham gap (spin up / spin down): 8.712 / 8.211 eV
LUMO level (spin up / spin down): -0.0016 / -0.0126 Ha
HOMO level (spin up / spin down): -8.76 / -8.55 eV

version Q comes first in stability; the runner-up is 4.1 kcal/mol higher.

Version P
Formula: C4H9NOS
Source: the Open Molecules 2025 dataset
Level of theory: wB97M-V/def2-TZVPD

ORCA input file:
```
! RIJCOSX wB97M-V def2-TZVPD def2/J DEFGRID3
* xyz 0 1
C -0.26741 1.15680 2.45456
N -0.33666 -0.09345 2.62972
C 1.04361 0.46010 2.77327
H -0.83747 2.05157 2.37601
H 1.82560 0.35185 2.11217
H 1.48652 0.44739 3.78059
C -0.51040 -0.82230 -2.71057
C -0.78701 0.28158 -1.67707
S 0.74498 0.38978 -0.62290
O 0.83817 -1.08416 -0.00336
H -0.79290 -1.83371 -2.44140
H -1.08749 -0.57526 -3.73415
H 0.53132 -1.01534 -2.84452
H -1.53387 0.17884 -0.92580
H -0.80334 1.26623 -2.11690
H 0.48636 -1.15989 0.95035
*
```

Values from the calculation:
molar mass: 119.2 g mol⁻¹
Kohn-Sham gap: 9.259 eV
LUMO level: 0.0301 Ha
SMILES: C1=NC1.CCSO
HOMO level: -8.44 eV

Version Q
Formula: C4H9NOS
Source: the Open Molecules 2025 dataset
Level of theory: wB97M-V/def2-TZVPD

ORCA input file:
```
! RIJCOSX wB97M-V def2-TZVPD def2/J DEFGRID3
* xyz 0 1
N -1.18661 -1.34080 -0.48061
C 0.12988 -0.96302 -0.01036
C 1.26274 -1.65166 -0.78093
O 1.19770 -2.01858 -1.90957
C 0.34042 0.53235 -0.06193
C -0.58824 1.30895 0.88612
S -0.92724 3.00266 0.33301
H -1.45251 -1.12497 -1.42258
H -1.51920 -2.19892 -0.09364
H 0.18309 -1.31269 1.02241
H 2.17420 -1.71978 -0.15838
H 1.35636 0.76859 0.29842
H 0.41618 1.08048 -1.00530
H -0.13162 1.33566 1.87224
H -1.55539 0.82751 0.96126
H 0.30025 3.47422 0.54983
*
```

Values from the calculation:
molar mass: 119.2 g mol⁻¹
Kohn-Sham gap: 9.786 eV
LUMO level: 0.0298 Ha
SMILES: N[C@@H](C=O)CCS
HOMO level: -8.97 eV

version Q comes first in stability; the runner-up is 69.5 kcal/mol higher.